No. 1
{
  "formula": "C27H21BrGdN6O4S2",
  "method": "ωB97M-V/def2-TZVPD",
  "species": ["Gd", "Br", "S", "S", "O", "O", "O", "O", "N", "N", "N", "N", "N", "N", "C", "C", "C", "C", "C", "C", "C", "C", "C", "C", "C", "C", "C", "C", "C", "C", "C", "C", "C", "C", "C", "C", "C", "C", "C", "C", "C", "H", "H", "H", "H", "H", "H", "H", "H", "H", "H", "H", "H", "H", "H", "H", "H", "H", "H", "H", "H", "H"],
  "xyz": [[0.312095, 0.586640, -0.475599], [1.002593, -0.382667, -4.168188], [0.348620, -4.086130, 0.864239], [2.454522, -2.689760, -0.694216], [-2.002856, 0.175927, -0.663341], [-0.989434, 4.733550, -1.053128], [-4.323905, 0.854818, -0.569487], [-0.435165, 2.686293, -0.222418], [-1.388681, -2.073815, -0.368920], [2.838948, 0.674880, -0.488720], [1.191597, 0.490280, 1.592267], [-0.089667, -1.766656, -0.496966], [2.444600, 0.052004, 1.754954], [0.038056, 1.796859, -2.712856], [-0.754502, 1.380014, 2.748365], [-3.673860, -1.423952, -0.088487], [-0.359112, 3.080628, -2.531823], [5.493914, -0.173803, -0.105168], [-2.266603, -1.079629, -0.393710], [-0.238671, 3.443912, -4.830882], [-0.615534, 3.574886, -1.164592], [2.911600, -4.263854, 0.123684], [-6.019330, -0.832423, -0.466926], [4.625019, -0.177816, 0.964491], [-1.328029, 2.043479, 3.881051], [-4.001879, -2.688734, 0.327599], [0.256328, 2.161166, -5.066090], [3.772950, 0.757736, -1.492237], [0.607186, 1.122881, 2.716359], [0.372658, 1.358037, -3.886724], [-5.320366, -3.033844, 0.364992], [-4.684821, -0.415962, -0.412437], [3.254598, 0.196034, 0.737054], [5.036434, 0.263846, -1.365486], [-0.569705, 2.436202, 4.956633], [1.989430, -4.640912, 1.318292], [0.790027, 1.955538, 4.930992], [1.398555, 1.478175, 3.803550], [0.799002, -2.807822, -0.148461], [-6.304787, -2.121380, -0.079220], [-0.548598, 3.958730, -3.577120], [3.405424, 1.307481, -2.338427], [-0.978743, 4.910885, -3.348048], [3.894714, -3.923922, 0.531642], [4.916383, -0.353812, 1.969461], [-3.207273, -3.383162, 0.612614], [-1.394177, 1.094427, 1.878474], [0.439452, 1.774317, -6.082816], [-7.345152, -2.489893, -0.151896], [-3.238726, 0.830507, -0.721258], [1.844370, -5.690313, 1.481819], [1.364904, 2.031396, 5.845624], [-0.341832, 4.052341, -5.721824], [-2.402202, 2.320360, 3.777994], [-6.684996, -0.056320, -0.867116], [3.050325, -4.979287, -0.674138], [-5.611842, -4.043177, 0.477127], [5.845559, 0.257590, -2.130337], [-0.842045, 3.002554, 5.802604], [2.473505, 1.444966, 3.750532], [6.509280, -0.506511, 0.047389], [2.279860, -4.203760, 2.299260]],
  "atomic_forces_ev_per_a": [[0.54, 2.13, -0.48], [0.11, -0.62, 0.57], [-1.10, 0.21, 0.07], [-1.73, -0.43, 0.78], [1.02, -1.28, 0.04], [0.37, -0.97, 0.34], [0.80, -1.30, -0.81], [0.09, -0.02, -0.55], [1.02, -1.14, 0.91], [0.61, -0.34, 0.27], [0.20, 0.47, 0.24], [1.00, -2.33, 0.01], [-1.50, 0.63, 1.99], [0.55, 0.15, 1.27], [-0.82, 0.14, 0.51], [2.03, 2.08, -1.28], [0.03, -0.19, -1.25], [-1.11, -0.26, 0.94], [-2.37, 1.17, 0.28], [0.30, 0.14, -1.43], [-0.69, 0.52, 1.49], [1.61, 1.08, 1.22], [0.20, 0.66, -0.21], [-0.47, 0.57, -1.51], [-1.19, 0.38, -1.84], [-0.32, -1.27, 0.56], [-0.47, -0.24, 1.59], [-0.93, -0.04, 0.97], [0.20, -0.75, -0.46], [-0.34, 1.42, -2.81], [-0.03, 0.49, -0.82], [1.37, 0.23, 0.84], [1.48, -0.28, -2.02], [1.89, -0.13, -0.45], [2.49, -2.30, -1.09], [0.35, 0.95, -0.54], [-1.00, 1.30, 0.75], [-0.07, 0.04, 0.45], [-1.11, 2.63, -1.03], [-1.08, 0.08, -0.34], [0.31, -1.61, -0.18], [0.15, -0.18, -0.60], [0.11, 0.46, -0.20], [-0.44, -0.99, -0.28], [0.23, -0.41, 0.63], [-0.37, 0.20, -0.29], [0.40, 0.31, 0.90], [0.06, 0.29, 0.84], [0.68, 0.34, 0.10], [-1.81, 0.01, 0.64], [0.45, -0.72, -0.19], [0.21, 0.46, -0.11], [-0.19, 0.21, 0.11], [0.93, -0.22, 0.29], [-0.24, -0.74, 0.45], [-0.16, -0.47, 0.19], [-0.25, -0.84, 0.65], [-1.27, 0.37, 0.17], [-0.88, 0.36, 0.68], [0.08, -0.57, 0.07], [0.16, 0.12, -0.15], [-0.07, 0.03, -0.88]],
  "total_energy_ha": -5806.70285,
  "e_above_lowest_kcal_mol": 87.8,
  "homo_lumo_gap_ev": [5.73, 4.25],
  "e_lumo_ev": [-3.85, -6.05],
  "spin_multiplicity": 8,
  "total_charge": 1,
  "s2": 16.573
}


No. 2
{
  "formula": "C27H21Cl3HgN8O3PS2",
  "method": "ωB97M-V/def2-TZVPD",
  "species": ["Hg", "Cl", "Cl", "Cl", "S", "S", "P", "O", "O", "O", "N", "N", "N", "N", "N", "N", "N", "N", "C", "C", "C", "C", "C", "C", "C", "C", "C", "C", "C", "C", "C", "C", "C", "C", "C", "C", "C", "C", "C", "C", "C", "C", "C", "C", "C", "H", "H", "H", "H", "H", "H", "H", "H", "H", "H", "H", "H", "H", "H", "H", "H", "H", "H", "H", "H", "H"],
  "xyz": [[-0.953240, -0.323321, 0.880408], [-1.405820, -5.781680, -0.751551], [0.834586, -5.785333, 1.114668], [-2.081800, -6.827982, 2.423797], [-1.386858, 2.384555, 0.405197], [-3.423145, -0.229614, 0.368088], [-0.744461, -0.276696, -2.433283], [-0.986874, -0.390933, -4.076392], [-0.306958, -1.786684, -2.061190], [0.729069, 0.401251, -2.556491], [-3.668371, 4.743057, -4.760179], [-6.181920, 1.488819, -4.809682], [1.482306, 3.542592, 4.851055], [-0.984653, 0.164600, 5.688154], [-1.794141, -0.890599, 5.479605], [-1.466961, -2.990653, 1.662514], [0.592399, 1.788618, 2.890137], [-1.179622, -0.296094, 3.496812], [4.525312, 0.306028, 0.844437], [5.798388, -2.091037, 0.289792], [-3.456664, 1.026645, -0.835490], [0.258756, 1.625770, 4.159912], [3.751637, -0.841038, 0.624360], [2.322612, -0.775673, 0.692871], [4.413816, -2.042139, 0.347836], [-4.376907, 0.908234, -1.878061], [-2.191381, -0.994963, -4.521637], [-2.580749, 2.154991, -0.821482], [-0.798315, -5.302260, 0.793425], [-0.632818, 0.495833, 4.462817], [-5.420910, 1.654461, -3.960607], [0.863177, 1.812513, -2.625390], [-3.652535, 3.937724, -3.937186], [-4.472345, 1.843634, -2.902535], [-2.688148, 3.085864, -1.864886], [-3.608532, 2.951708, -2.895520], [0.862235, -2.418444, -2.579699], [5.909090, 0.252542, 0.784281], [-1.901045, -1.153504, 4.167889], [-1.154695, -4.021077, 1.242236], [1.346835, 2.832795, 2.587154], [1.111915, -0.722230, 0.748477], [6.554560, -0.945778, 0.504037], [0.720246, 2.495854, 5.145722], [1.780049, 3.717155, 3.563476], [-5.031891, 0.046148, -1.886466], [6.488347, 1.151784, 0.960635], [7.635999, -0.986707, 0.453373], [-2.353272, -1.965355, -4.042872], [0.700202, -3.492686, -2.506033], [1.595097, 2.959082, 1.538406], [-2.104246, -1.139785, -5.597626], [0.471355, 2.336454, 6.188009], [-2.027334, 3.942529, -1.858683], [-3.058106, -0.357035, -4.320518], [0.390021, 2.290742, -1.762562], [1.931317, 2.025267, -2.618683], [-2.215508, -1.364130, 6.257209], [3.823488, -2.934930, 0.186404], [1.032657, -2.134315, -3.619560], [0.421835, 2.200909, -3.547771], [-2.472314, -1.963606, 3.738657], [6.291484, -3.032693, 0.079181], [2.380482, 4.585551, 3.317878], [4.019713, 1.236909, 1.069118], [1.723566, -2.131663, -1.976024]],
  "atomic_forces_ev_per_a": [[-0.15, 0.35, -0.47], [-0.02, 0.06, 0.12], [-0.11, 0.07, 0.00], [-0.05, -0.03, 0.07], [0.05, 0.16, 0.00], [0.37, -0.29, 0.23], [-0.05, 0.03, -0.23], [0.21, -0.02, 0.01], [0.00, 0.02, -0.08], [0.15, -0.28, -0.08], [-0.01, -0.01, 0.01], [0.01, 0.00, 0.02], [-0.04, -0.02, -0.02], [0.06, 0.08, 0.06], [-0.06, -0.03, -0.01], [-0.11, -0.18, 0.10], [-0.04, -0.03, -0.11], [0.18, 0.27, 0.10], [0.02, -0.04, 0.00], [-0.02, 0.01, 0.00], [0.03, 0.20, -0.14], [0.01, 0.04, 0.03], [0.00, 0.07, 0.03], [0.01, -0.09, -0.04], [0.00, -0.01, 0.00], [0.01, -0.04, 0.12], [-0.13, 0.04, 0.12], [0.03, -0.02, 0.13], [0.28, -0.07, -0.23], [-0.13, -0.18, -0.06], [0.02, 0.00, 0.04], [-0.16, 0.08, 0.06], [0.01, 0.00, 0.02], [-0.04, 0.05, -0.07], [-0.10, -0.03, -0.06], [0.04, -0.04, 0.04], [-0.03, 0.05, 0.04], [-0.01, -0.01, 0.00], [-0.08, -0.18, -0.01], [-0.07, -0.03, 0.09], [0.03, 0.01, -0.05], [-0.22, 0.09, 0.16], [-0.02, 0.01, 0.00], [0.06, 0.05, 0.06], [0.00, -0.02, 0.11], [0.02, 0.00, -0.05], [-0.01, -0.01, -0.01], [-0.01, 0.00, 0.01], [0.01, 0.00, -0.03], [0.01, -0.01, 0.00], [0.00, 0.03, 0.03], [0.00, -0.01, 0.00], [-0.04, -0.01, -0.03], [0.02, -0.01, 0.00], [0.05, -0.02, 0.01], [0.00, -0.01, -0.01], [0.00, 0.02, -0.01], [-0.01, -0.05, 0.00], [-0.01, 0.00, 0.00], [0.00, -0.02, -0.01], [0.03, 0.00, -0.01], [0.04, 0.03, 0.04], [-0.01, 0.00, -0.01], [0.01, -0.03, -0.06], [0.00, -0.01, -0.02], [0.01, 0.01, 0.01]],
  "total_energy_ha": -4377.04819,
  "e_above_lowest_kcal_mol": 28.2,
  "homo_lumo_gap_ev": [6.46, 6.48],
  "e_lumo_ev": [3.99, 3.98],
  "spin_multiplicity": 2,
  "total_charge": -2,
  "s2": 0.758
}